A molecular structure, C43H36BBr3F4MnN7O14 at a distorted geometry, computed with ωB97M-V with the def2-TZVPD basis set.

* LUMO level (spin up / spin down): -0.191 / -0.197 hartree
* strongest force on any atom: 6.00 eV Å⁻¹
* E_tot: -12393.444128 Eh
* frontier orbital gap (spin up / spin down): 6.4 / 6.2 eV
* ⟨S²⟩: 8.75

Geometry as ORCA input:
```
! RIJCOSX wB97M-V def2-TZVPD def2/J DEFGRID3
* xyz 1 6
Mn -0.099 -3.717 -0.512
B -0.442 -1.307 0.229
F -1.421 -2.074 -0.461
F -0.355 -0.092 -0.401
F -0.753 -1.316 1.563
F 0.747 -2.025 0.092
C -3.782 -0.227 -0.736
Br -4.728 1.504 -0.642
Br -3.449 -0.719 -2.625
Br -4.695 -1.599 0.276
H -2.816 -0.005 -0.282
C 4.861 -2.459 1.941
C 3.515 -2.043 2.067
C 3.259 -0.751 2.609
C 4.299 0.091 3.078
C 5.664 -0.285 2.839
C 5.878 -1.560 2.316
N 4.041 1.417 3.762
O 4.961 2.265 3.857
O 2.938 1.514 4.229
H 5.125 -3.452 1.608
H 2.716 -2.715 1.791
H 2.205 -0.525 2.680
H 6.466 0.333 3.214
H 6.856 -1.994 2.173
C 1.053 3.229 2.176
C 1.271 4.551 1.854
C 1.627 4.885 0.569
C 1.599 3.929 -0.471
C 1.281 2.600 -0.212
C 1.001 2.285 1.132
N 1.809 4.297 -1.842
O 1.820 3.423 -2.722
O 2.062 5.469 -2.080
H 0.877 2.929 3.198
H 1.138 5.359 2.557
H 1.735 5.945 0.390
H 1.205 1.885 -1.018
H 0.713 1.289 1.433
C -1.140 3.130 -3.956
C -1.523 4.469 -4.151
C -1.896 5.159 -3.057
C -2.048 4.536 -1.847
C -1.785 3.152 -1.638
C -1.381 2.445 -2.735
N -2.382 5.386 -0.652
O -2.290 4.878 0.474
O -2.879 6.506 -0.852
H -0.818 2.703 -4.894
H -1.442 4.925 -5.127
H -1.816 6.219 -3.245
H -1.808 2.688 -0.663
H -1.235 1.376 -2.686
C 0.972 -0.311 -6.701
C 0.673 -1.608 -7.116
C 0.275 -2.528 -6.150
C 0.158 -2.203 -4.816
C 0.502 -0.948 -4.459
C 0.785 0.001 -5.405
N -0.208 -3.266 -3.891
O -0.726 -4.307 -4.345
O -0.082 -3.157 -2.695
H 1.167 0.542 -7.333
H 0.579 -1.787 -8.177
H -0.009 -3.524 -6.456
H 0.466 -0.716 -3.405
H 1.058 0.956 -4.981
C 3.888 0.008 -1.668
C 3.661 -1.399 -1.729
C 3.698 -2.056 -2.920
C 3.952 -1.324 -4.075
C 4.143 0.115 -4.025
C 4.144 0.805 -2.785
N 4.023 -2.117 -5.390
O 4.400 -1.486 -6.395
O 3.727 -3.302 -5.331
H 3.974 0.481 -0.701
H 3.576 -1.981 -0.823
H 3.525 -3.121 -2.958
H 4.513 0.692 -4.860
H 4.309 1.869 -2.704
C -3.306 -0.052 3.244
C -3.356 1.231 3.703
C -4.314 1.526 4.705
C -5.269 0.568 5.093
C -5.197 -0.671 4.544
C -4.188 -1.021 3.651
N -6.391 1.021 5.932
O -7.317 0.205 6.103
O -6.320 2.161 6.377
H -2.535 -0.407 2.576
H -2.663 1.965 3.319
H -4.265 2.500 5.169
H -5.895 -1.403 4.924
H -4.097 -1.978 3.158
C -3.861 -4.376 4.893
C -2.752 -3.876 5.608
C -1.527 -3.678 4.939
C -1.532 -4.027 3.510
C -2.636 -4.610 2.887
C -3.821 -4.741 3.582
N -0.318 -3.873 2.721
O -0.209 -4.318 1.590
O 0.605 -3.133 3.178
H -4.890 -4.340 5.219
H -2.916 -3.516 6.613
H -0.711 -3.193 5.454
H -2.537 -4.959 1.870
H -4.666 -5.242 3.134
*
```

A molecular structure, C43H36ClN4O3P2PtSeTe at a distorted geometry, computed with ωB97M-V with the def2-TZVPD basis set.

* relative energy (zero: lowest compared OMol25 entry of this formula, charge and spin): 17.8 kJ/mol
* LUMO level: -0.147 hartree
* strongest force on any atom: 1.06 eV Å⁻¹
* E_tot: -6036.450934 Eh
* frontier orbital gap: 6.0 eV

Geometry as ORCA input:
```
! RIJCOSX wB97M-V def2-TZVPD def2/J DEFGRID3
* xyz 1 1
Pt 1.209 -0.045 0.733
Cl 4.436 -6.413 2.828
C 3.739 -4.836 2.662
C 3.129 -4.230 3.771
C 2.572 -2.983 3.671
C 2.578 -2.256 2.451
O 2.024 -1.078 2.434
C 3.208 -2.886 1.341
C 3.353 -2.255 0.063
O 2.896 -1.162 -0.287
C 3.785 -4.169 1.473
H 3.104 -4.766 4.713
H 2.102 -2.518 4.530
H 3.949 -2.807 -0.679
H 4.275 -4.618 0.616
Te -2.465 1.357 1.560
C -3.524 1.984 -0.170
C -3.282 3.191 -0.815
C -4.003 3.477 -1.970
N -4.922 2.666 -2.489
C -5.169 1.526 -1.847
C -4.500 1.138 -0.692
C -1.104 0.314 0.312
P 0.074 1.044 -0.818
C 0.034 2.820 -0.926
C 0.047 3.570 0.255
C 0.005 4.950 0.175
C -0.027 5.578 -1.066
C 0.003 4.832 -2.235
C 0.040 3.447 -2.170
C -0.119 0.306 -2.438
C -1.286 0.621 -3.140
C -1.533 0.019 -4.363
C -0.629 -0.906 -4.872
C 0.516 -1.236 -4.161
C 0.775 -0.633 -2.939
P -0.634 -1.368 0.606
C -0.891 -2.491 -0.767
C -0.032 -3.581 -0.894
C -0.210 -4.474 -1.939
C -1.234 -4.273 -2.856
C -2.090 -3.186 -2.728
C -1.924 -2.293 -1.681
C -1.481 -2.011 2.042
C -0.931 -1.863 3.312
C -1.643 -2.314 4.414
C -2.888 -2.901 4.248
C -3.436 -3.049 2.977
C -2.734 -2.607 1.871
H -2.563 3.908 -0.439
H -3.828 4.409 -2.500
H -5.935 0.887 -2.275
H -4.734 0.191 -0.221
H 0.105 3.075 1.216
H 0.009 5.540 1.083
H -0.055 6.659 -1.121
H 0.017 5.322 -3.199
H 0.089 2.869 -3.080
H -2.000 1.330 -2.732
H -2.431 0.268 -4.915
H -0.823 -1.375 -5.828
H 1.210 -1.967 -4.557
H 1.653 -0.899 -2.374
H 0.766 -3.735 -0.175
H 0.450 -5.327 -2.038
H -1.368 -4.969 -3.674
H -2.887 -3.033 -3.445
H -2.585 -1.438 -1.585
H 0.039 -1.391 3.424
H -1.223 -2.205 5.406
H -3.439 -3.251 5.112
H -4.406 -3.512 2.852
H -3.151 -2.735 0.878
Se 2.763 1.903 1.067
C 3.064 2.599 -0.679
C 3.196 3.975 -0.840
C 3.335 4.489 -2.119
N 3.336 3.749 -3.228
C 3.242 2.432 -3.062
C 3.122 1.813 -1.825
H 3.160 4.639 0.016
H 3.430 5.562 -2.263
H 3.268 1.831 -3.968
H 3.097 0.742 -1.753
N 0.055 2.045 5.385
C 0.678 1.359 4.378
N 1.846 0.732 4.696
O 0.214 1.302 3.237
H 0.534 2.261 6.240
H -0.694 2.654 5.110
H 2.127 0.620 5.654
H 2.156 0.045 4.021
*
```

A molecular structure, C43H36IrN3O7PS at a distorted geometry, computed with ωB97M-V with the def2-TZVPD basis set.

* relative energy (zero: lowest compared OMol25 entry of this formula, charge and spin): 0.0 kJ/mol
* LUMO level (spin up / spin down): -0.043 / -0.063 hartree
* strongest force on any atom: 1.58 eV Å⁻¹
* E_tot: -3194.919761 Eh
* frontier orbital gap (spin up / spin down): 6.1 / 5.5 eV
* ⟨S²⟩: 0.76

Geometry as ORCA input:
```
! RIJCOSX wB97M-V def2-TZVPD def2/J DEFGRID3
* xyz 0 2
Ir -0.118 0.149 0.372
N 1.731 -0.267 1.701
C 2.236 -1.588 1.696
C 3.517 -1.889 1.261
C 3.953 -3.205 1.270
C 3.105 -4.219 1.693
C 1.814 -3.909 2.100
C 1.377 -2.592 2.101
C 0.023 -2.191 2.512
C -0.444 -2.636 3.753
C -1.690 -2.274 4.222
C -2.523 -1.527 3.405
C -2.081 -1.111 2.159
C -0.782 -1.366 1.725
H 2.401 0.436 1.417
H 1.227 0.037 2.559
H 4.171 -1.092 0.923
H 4.956 -3.439 0.938
H 3.442 -5.247 1.695
H 1.133 -4.694 2.407
H 0.212 -3.253 4.355
H -2.010 -2.579 5.209
H -3.523 -1.268 3.728
H -2.768 -0.576 1.517
O -0.515 2.244 -0.750
S 0.737 2.906 -0.316
O 0.613 4.146 0.376
O 1.603 1.878 0.319
C 1.551 3.093 -1.859
C 1.999 4.287 -2.384
C 2.618 4.274 -3.627
C 2.750 3.082 -4.325
C 2.278 1.887 -3.793
C 1.695 1.876 -2.536
P 1.162 0.253 -1.799
C 2.710 -0.700 -1.894
C 3.955 -0.079 -1.987
C 5.112 -0.842 -2.068
C 5.040 -2.227 -2.029
C 3.810 -2.849 -1.876
C 2.654 -2.091 -1.796
C 0.149 -0.318 -3.206
C 0.474 -1.366 -4.058
C -0.356 -1.665 -5.132
C -1.515 -0.937 -5.344
C -1.855 0.097 -4.480
C -1.024 0.412 -3.422
H 1.860 5.199 -1.820
H 2.995 5.193 -4.055
H 3.234 3.077 -5.292
H 2.390 0.964 -4.349
H 4.028 1.000 -1.996
H 6.071 -0.351 -2.175
H 5.944 -2.819 -2.097
H 3.752 -3.927 -1.810
H 1.700 -2.582 -1.657
H 1.374 -1.946 -3.900
H -0.094 -2.471 -5.806
H -2.156 -1.173 -6.183
H -2.765 0.660 -4.637
H -1.277 1.221 -2.748
O 0.232 0.793 3.709
C -0.675 1.383 3.136
O -0.889 1.441 1.857
C -1.696 2.183 3.901
C -1.307 3.222 4.735
C -2.258 4.074 5.282
C -3.603 3.887 5.013
C -3.973 2.828 4.203
C -3.044 1.980 3.638
N -5.398 2.627 3.882
O -5.683 1.734 3.110
O -6.203 3.371 4.404
H -0.254 3.375 4.934
H -1.948 4.897 5.910
H -4.359 4.554 5.400
H -3.369 1.181 2.990
C -0.831 -2.828 -1.042
C -1.895 -1.777 -1.143
C -3.138 -1.880 -1.699
C -3.815 -0.654 -1.451
C -2.964 0.166 -0.758
C -3.254 1.549 -0.259
N -1.771 -0.521 -0.580
H -0.591 -3.247 -2.022
H -1.161 -3.647 -0.399
H 0.067 -2.401 -0.597
H -3.510 -2.754 -2.212
H -4.820 -0.384 -1.740
H -4.324 1.671 -0.100
H -2.918 2.306 -0.970
H -2.710 1.762 0.659
*
```

A molecular structure, C43H36N3P2ReS3, computed with ωB97M-V with the def2-TZVPD basis set.

* relative energy (zero: lowest compared OMol25 entry of this formula, charge and spin): 262.2 kJ/mol
* LUMO level (spin up / spin down): -0.134 / -0.133 hartree
* strongest force on any atom: 0.84 eV Å⁻¹
* E_tot: -3779.819521 Eh
* frontier orbital gap (spin up / spin down): 5.2 / 6.0 eV
* ⟨S²⟩: 0.76

Geometry as ORCA input:
```
! RIJCOSX wB97M-V def2-TZVPD def2/J DEFGRID3
* xyz 1 2
Re -0.010 0.194 -0.467
S 1.655 1.408 -0.588
P 0.155 -1.274 2.477
C -0.077 0.195 1.839
P 0.121 1.644 2.924
S 0.322 3.412 2.103
C -1.371 1.595 3.968
C -2.341 0.600 3.919
C -3.451 0.655 4.755
C -3.597 1.703 5.649
C -2.641 2.712 5.692
C -1.544 2.667 4.849
C 1.538 1.354 4.014
C 1.418 1.253 5.395
C 2.558 1.174 6.186
C 3.814 1.192 5.602
C 3.938 1.294 4.220
C 2.806 1.384 3.428
C -0.657 -2.650 1.684
C -0.444 -3.952 2.136
C -1.109 -5.008 1.530
C -1.978 -4.775 0.473
C -2.189 -3.480 0.015
C -1.536 -2.425 0.626
C 0.668 -1.766 4.111
C 2.023 -1.762 4.439
C 2.421 -2.132 5.714
C 1.470 -2.495 6.658
C 0.120 -2.509 6.331
C -0.286 -2.150 5.056
H -2.261 -0.217 3.213
H -4.203 -0.121 4.701
H -4.464 1.749 6.294
H -2.755 3.540 6.379
H -0.820 3.471 4.859
H 0.441 1.227 5.861
H 2.459 1.103 7.262
H 4.700 1.137 6.222
H 4.918 1.325 3.762
H 2.899 1.499 2.353
H 0.247 -4.142 2.947
H -0.944 -6.017 1.884
H -2.506 -5.601 0.015
H -2.874 -3.293 -0.802
H -1.753 -1.408 0.313
H 2.763 -1.456 3.712
H 3.471 -2.125 5.971
H 1.782 -2.765 7.658
H -0.616 -2.801 7.068
H -1.338 -2.160 4.800
S 0.863 -3.842 -2.280
C 1.765 -3.827 -0.793
C 2.494 -4.855 -0.202
C 3.262 -4.554 0.907
C 3.327 -3.244 1.399
C 2.581 -2.233 0.824
C 1.759 -2.545 -0.257
N 0.975 -1.635 -0.965
C 0.518 -2.168 -2.084
C -0.186 -1.325 -3.028
C -0.502 -1.710 -4.332
C -1.051 -0.770 -5.180
C -1.270 0.531 -4.719
C -0.964 0.890 -3.417
C -0.413 -0.036 -2.521
H 2.475 -5.857 -0.610
H 3.855 -5.330 1.372
H 3.992 -3.017 2.222
H 2.673 -1.199 1.143
H -0.309 -2.717 -4.683
H -1.290 -1.034 -6.201
H -1.689 1.268 -5.393
H -1.145 1.910 -3.098
C -2.588 5.078 -0.927
C -2.552 3.587 -0.876
C -3.517 2.633 -1.108
C -2.900 1.394 -0.874
N -1.630 1.591 -0.515
N -1.433 2.921 -0.550
C -3.498 0.034 -0.994
H -3.506 5.410 -1.404
H -1.742 5.473 -1.489
H -2.550 5.500 0.078
H -4.537 2.804 -1.407
H -0.564 3.278 -0.163
H -4.326 0.052 -1.699
H -3.882 -0.318 -0.033
H -2.772 -0.688 -1.375
*
```

A molecular structure, C43H37InN7OPS2, computed with ωB97M-V with the def2-TZVPD basis set.

* LUMO level: -0.193 hartree
* strongest force on any atom: 0.92 eV Å⁻¹
* E_tot: -3446.836820 Eh
* frontier orbital gap: 7.2 eV

Geometry as ORCA input:
```
! RIJCOSX wB97M-V def2-TZVPD def2/J DEFGRID3
* xyz 2 1
In -0.274 0.870 0.370
C -3.002 2.045 -1.746
C -3.203 2.559 -0.353
C -4.261 3.466 -0.133
C -4.549 3.869 1.133
C -3.790 3.372 2.212
C -4.117 3.694 3.543
C -3.374 3.190 4.571
C -2.264 2.383 4.292
C -1.904 2.060 3.001
S -0.455 1.079 2.823
C -2.689 2.522 1.911
N -2.420 2.145 0.627
H -3.964 1.946 -2.246
H -2.509 1.078 -1.728
H -2.403 2.746 -2.332
H -4.844 3.806 -0.978
H -5.370 4.546 1.333
H -4.970 4.334 3.732
H -3.630 3.408 5.599
H -1.668 1.994 5.107
O -2.247 -1.725 1.719
N -2.805 -1.036 0.679
C -2.737 -1.698 -0.404
C -2.031 -2.976 -0.592
C -2.724 -4.020 -1.203
C -2.132 -5.259 -1.368
C -0.826 -5.460 -0.954
C -0.101 -4.417 -0.404
C -0.685 -3.167 -0.204
P 0.443 -1.850 0.411
C 1.957 -2.260 -0.533
C 3.106 -2.791 0.047
C 4.231 -3.036 -0.729
C 4.220 -2.764 -2.088
C 3.065 -2.272 -2.682
C 1.945 -2.025 -1.908
C 0.888 -2.263 2.124
C 0.225 -3.243 2.857
C 0.614 -3.507 4.161
C 1.662 -2.805 4.739
C 2.321 -1.823 4.012
C 1.929 -1.545 2.713
H -2.300 -1.119 2.478
H -3.334 -1.295 -1.217
H -3.748 -3.857 -1.514
H -2.690 -6.066 -1.823
H -0.363 -6.431 -1.073
H 0.932 -4.573 -0.122
H 3.127 -3.035 1.100
H 5.119 -3.447 -0.267
H 5.099 -2.956 -2.689
H 3.037 -2.092 -3.749
H 1.044 -1.658 -2.379
H -0.597 -3.791 2.416
H 0.094 -4.265 4.731
H 1.964 -3.021 5.754
H 3.143 -1.279 4.459
H 2.438 -0.781 2.141
N 0.539 2.453 -3.641
C 0.059 1.275 -4.188
C -0.111 0.853 -5.501
C -0.698 -0.381 -5.685
C -1.104 -1.171 -4.600
C -0.931 -0.752 -3.297
C -0.333 0.491 -3.093
N -0.072 1.199 -1.929
C 0.424 2.366 -2.301
C 0.695 3.428 -1.354
C 1.236 4.662 -1.567
S 1.273 5.543 -0.104
C 0.559 4.214 0.704
N 0.315 3.198 -0.062
H 0.908 3.233 -4.158
H 0.193 1.464 -6.340
H -0.859 -0.749 -6.689
H -1.563 -2.131 -4.792
H -1.252 -1.360 -2.462
H 1.603 5.100 -2.481
H 0.328 4.234 1.760
C 2.913 2.096 2.739
C 3.121 1.556 1.369
N 2.221 1.170 0.473
C 2.929 0.774 -0.647
C 4.259 0.910 -0.423
N 4.361 1.404 0.852
H 1.856 2.139 2.972
H 3.345 3.095 2.823
H 3.401 1.461 3.481
H 2.430 0.412 -1.527
H 5.115 0.696 -1.037
H 5.221 1.615 1.332
*
```